63
Properties=species:S:1:pos:R:3:nbo_charge:R:1 method="wB97M-V/def2-TZVPD" total_charge=-1 e_homo_ev="-5.33 / -5.16" e_above_lowest_ev=2.091 multiplicity=4 gap_ev="7.366 / 6.327"
H -3.356 -1.274 2.199 0.236
C -0.650 6.405 -0.666 -0.070
H -4.093 -2.467 -0.858 0.221
H -2.481 0.255 2.295 0.244
C 2.154 2.691 4.176 0.267
S 0.165 2.035 2.463 -0.056
N 5.255 2.929 2.442 -0.307
H 2.889 -2.315 1.233 0.229
H -0.488 -4.010 1.218 0.226
O -2.458 0.570 -2.484 -0.960
H -1.265 7.019 -1.303 0.225
Si -2.003 -1.748 -2.018 1.353
C -2.445 -0.802 2.573 -1.109
H 4.111 -1.707 0.105 0.232
H -2.436 -0.862 3.664 0.234
H 2.755 -3.941 -1.379 0.224
C 1.758 -3.494 -1.278 -1.107
H 1.039 -0.610 3.056 0.243
S 2.451 2.065 0.178 -0.055
C -1.294 -3.494 1.747 -1.107
H -4.464 -1.474 -2.279 0.236
C -3.790 -1.584 -1.423 -1.107
Si -0.369 -1.087 -0.374 0.006
H -0.782 -0.714 -3.938 0.244
H -2.273 -1.469 -4.478 0.236
N 0.141 4.506 0.199 -0.311
C 2.789 2.431 1.850 -0.285
H 2.197 -1.284 -3.359 0.236
H -2.224 -3.690 1.206 0.225
H 0.117 -1.699 4.099 0.232
C 0.749 5.515 0.803 -0.060
Si 1.860 -1.631 -0.919 1.256
H -0.915 -4.073 -2.174 0.218
N -0.698 5.062 -0.682 -0.317
C 0.501 -1.559 3.084 -1.105
H -0.864 -2.481 -4.112 0.221
Si -0.921 -1.633 1.853 1.257
O -0.176 1.107 -1.868 -0.949
C 0.282 6.738 0.290 -0.306
H 3.663 -0.860 -2.447 0.234
H -2.151 -4.069 -0.918 0.218
H 1.207 -3.700 -2.199 0.226
C -1.416 -1.591 -3.807 -1.107
H -1.255 4.428 -1.248 0.458
I 0.869 8.642 0.835 0.149
N 2.407 2.912 5.276 -0.307
H 1.488 5.341 1.570 0.224
C 2.572 -0.806 -2.451 -1.109
H 1.242 -4.007 -0.461 0.225
C 1.831 2.421 2.805 -0.279
H -2.622 -4.066 -2.617 0.220
O -1.875 1.100 -0.186 -0.949
H -3.917 -0.698 -0.800 0.244
O -1.892 2.852 -1.895 -0.996
H -1.386 -3.944 2.743 0.224
H 3.094 -0.574 1.002 0.243
S -1.653 1.442 -1.659 2.568
C -1.891 -3.667 -1.900 -1.123
H 2.289 0.249 -2.490 0.244
C 3.102 -1.539 0.492 -1.105
C 4.157 2.709 2.178 0.267
Re 0.152 1.561 0.158 0.911
H 1.216 -2.361 2.879 0.229